[1]
{
  "formula": "C21H27FN2O3",
  "method": "the ωB97M-V functional and the def2-TZVPD basis",
  "lumo_energy_ev": 0.0675,
  "energy_ev": -34057.097,
  "homo_energy_ha": -0.3070,
  "smiles": "CCCCCCn1cc(C(=O)O)c(=O)c2cc(F)c(N3CCCCC3)cc21",
  "homo_lumo_gap_ev": 8.421,
  "species": ["F", "O", "O", "O", "N", "N", "C", "C", "C", "C", "C", "C", "C", "C", "C", "C", "C", "C", "C", "C", "C", "C", "C", "C", "C", "C", "C", "H", "H", "H", "H", "H", "H", "H", "H", "H", "H", "H", "H", "H", "H", "H", "H", "H", "H", "H", "H", "H", "H", "H", "H", "H", "H", "H"],
  "xyz": [[-0.6142, -1.8670, 3.2293], [4.4443, -1.6956, -2.2625], [3.9666, 0.0787, -3.5143], [2.9369, -2.1958, -0.2268], [0.7139, 1.1057, -1.2198], [-2.1196, 0.4520, 2.6617], [-2.6699, 2.8502, 4.1963], [-1.4201, 1.5653, -2.3617], [-1.2620, -1.6141, -2.5175], [-1.8573, -0.6573, -3.5497], [-1.6960, 1.7770, 4.6755], [3.7245, -0.6282, -2.5643], [2.5721, -0.3452, -1.6558], [-1.1372, 0.6917, -3.5937], [0.7772, -1.4578, 1.4136], [2.2803, -1.1854, -0.5172], [-0.1440, 2.1504, -1.7426], [-2.7362, 2.8420, 2.6710], [-0.2811, -1.0721, 2.1829], [0.3827, 0.3964, -0.0778], [1.1437, -0.7350, 0.2728], [1.7827, 0.7276, -1.9398], [-3.0795, 1.4280, 2.1943], [-1.0411, 0.0891, 1.9005], [-2.0887, 0.4071, 4.1111], [-0.6724, 0.7879, 0.7472], [-1.9567, -2.9697, -2.5374], [-2.3559, 3.8317, 4.5553], [-3.6632, 2.6460, 4.6031], [-1.6905, 1.7287, 5.7649], [-0.0665, 0.4966, -3.6785], [-1.7684, 3.1455, 2.2659], [-1.4388, 1.2267, -4.4955], [-1.3906, -0.3455, 4.4644], [-3.1645, 1.3765, 1.1083], [-0.3921, 2.8585, -0.9477], [-1.2174, 1.6819, 0.5052], [-2.0756, 2.3950, -2.6302], [1.3378, -2.3455, 1.6621], [-0.6851, 2.0232, 4.3412], [-1.9367, 0.9707, -1.6080], [-1.3465, -1.1902, -1.5142], [-1.7835, -1.1224, -4.5348], [-4.0511, 1.1430, 2.6142], [-1.8599, -3.4341, -3.5159], [4.0670, -2.1350, -1.4459], [2.0389, 1.3279, -2.8033], [-3.4916, 3.5446, 2.3162], [0.4143, 2.6940, -2.5070], [-1.5149, -3.6324, -1.7975], [-0.1985, -1.7512, -2.7277], [-2.9179, -0.5014, -3.3383], [-3.0898, 0.1364, 4.4630], [-3.0158, -2.8606, -2.3132]],
  "atomic_forces_ev_per_a": [[-0.082, 0.155, -0.127], [0.135, -0.251, 0.115], [0.089, -0.075, -0.010], [0.010, -0.100, 0.111], [0.332, -0.012, -0.101], [-0.279, -0.297, -0.013], [0.300, 0.068, -0.091], [0.261, 0.061, -0.081], [-0.268, -0.040, -0.169], [0.353, 0.050, 0.082], [-0.308, -0.076, 0.028], [-0.229, 0.295, -0.086], [0.054, -0.194, 0.142], [-0.279, -0.074, 0.031], [-0.207, 0.184, 0.104], [-0.099, 0.324, -0.251], [-0.657, 0.287, -0.126], [-0.213, -0.135, 0.088], [0.341, -0.194, -0.059], [0.220, -0.615, 0.474], [-0.242, 0.155, 0.053], [0.417, -0.245, -0.044], [0.010, 0.330, -0.235], [0.247, -0.103, -0.335], [0.355, 0.125, 0.483], [-0.158, 0.103, 0.113], [0.166, 0.163, 0.099], [-0.081, 0.016, 0.042], [-0.070, 0.027, 0.045], [0.070, -0.002, 0.053], [0.046, 0.010, -0.095], [0.030, 0.038, -0.070], [0.099, 0.047, -0.022], [-0.115, -0.019, -0.081], [-0.036, -0.054, 0.038], [0.115, -0.016, -0.059], [-0.078, 0.093, -0.015], [-0.056, 0.011, 0.059], [0.030, -0.096, 0.047], [0.066, -0.022, 0.031], [-0.069, 0.040, 0.067], [0.079, 0.057, 0.051], [-0.091, -0.047, -0.046], [0.006, 0.012, -0.070], [-0.022, -0.096, -0.098], [-0.044, 0.251, -0.204], [-0.075, 0.022, -0.019], [0.012, 0.044, -0.063], [0.035, -0.040, 0.128], [-0.020, -0.140, 0.049], [0.089, 0.066, 0.045], [-0.096, -0.015, -0.041], [0.035, -0.031, 0.019], [-0.127, -0.042, 0.017]]
}



[2]
{
  "formula": "C21H27N2O2",
  "method": "the ωB97M-V functional and the def2-TZVPD basis",
  "charge": 1,
  "lumo_energy_ev": -2.6526,
  "energy_ev": -29285.297,
  "homo_energy_ha": -0.4259,
  "smiles": "CCCc1n(C)c2ccccc2[n+]1C[C@H](O)COCc1ccccc1",
  "homo_lumo_gap_ev": 8.936,
  "species": ["O", "O", "N", "N", "C", "C", "C", "C", "C", "C", "C", "C", "C", "C", "C", "C", "C", "C", "C", "C", "C", "C", "C", "C", "C", "H", "H", "H", "H", "H", "H", "H", "H", "H", "H", "H", "H", "H", "H", "H", "H", "H", "H", "H", "H", "H", "H", "H", "H", "H", "H", "H"],
  "xyz": [[1.2467, 0.4283, -0.1717], [0.0058, -3.0248, -0.1590], [-1.5954, -0.3022, -0.5451], [-2.8487, 0.4592, 1.0831], [-4.1502, -2.4094, 0.4626], [2.4018, 0.6346, -0.9812], [6.0496, -0.3343, 1.0491], [3.6902, 0.2891, -0.2791], [-0.8502, -1.1844, -1.4112], [-2.5648, 2.9237, 0.6053], [-2.7200, -2.0268, 0.8926], [1.0653, -0.8854, 0.2826], [-4.3102, -2.4532, -1.0510], [-1.9300, 3.7784, -0.2718], [-1.1323, 3.2975, -1.3127], [-0.9353, 1.9475, -1.5159], [-3.7164, 0.5434, 2.2278], [3.9653, 0.8482, 0.9636], [-1.5620, 1.0772, -0.6337], [5.1383, 0.5354, 1.6257], [4.6026, -0.5893, -0.8473], [5.7815, -0.8944, -0.1881], [0.4039, -1.8128, -0.7619], [-2.3677, 1.5634, 0.4075], [-2.3744, -0.6438, 0.4911], [-5.3241, -2.7488, -1.3060], [-4.7288, 0.8093, 1.9177], [-4.1225, -1.4789, -1.4990], [6.9681, -0.5735, 1.5625], [2.0190, -1.3286, 0.6003], [-1.4901, -2.0044, -1.7444], [2.3722, 1.7034, -1.2119], [4.3972, -1.0277, -1.8141], [-3.1870, 3.2977, 1.4015], [-4.8710, -1.7078, 0.8848], [0.4125, -0.8204, 1.1597], [2.3190, 0.0701, -1.9204], [-0.5501, -0.5976, -2.2781], [-2.0087, -2.7233, 0.4501], [-3.3453, 1.3151, 2.9021], [-3.7448, -0.4051, 2.7576], [3.2497, 1.5268, 1.4047], [5.3451, 0.9752, 2.5895], [-0.3137, 1.5963, -2.3218], [-3.6310, -3.1812, -1.4877], [1.1150, -2.0215, -1.5737], [6.4892, -1.5716, -0.6413], [-2.0537, 4.8431, -0.1551], [-0.6596, 4.0043, -1.9760], [0.7783, -3.5082, 0.1536], [-4.3662, -3.3950, 0.8746], [-2.6388, -2.1178, 1.9780]],
  "atomic_forces_ev_per_a": [[-0.023, 0.016, -0.028], [-0.016, -0.212, 0.158], [-0.392, 0.157, 0.502], [0.385, -0.280, -0.397], [0.112, 0.041, -0.158], [0.121, 0.135, -0.100], [0.062, -0.065, -0.038], [-0.107, -0.057, -0.066], [0.657, -0.704, -0.132], [0.002, -0.057, 0.019], [-0.328, -0.277, 0.037], [-0.117, -0.365, -0.031], [-0.084, -0.019, 0.217], [-0.078, -0.020, 0.126], [0.036, -0.115, -0.089], [-0.066, -0.030, 0.047], [-0.452, 0.023, 0.443], [-0.029, 0.000, -0.064], [-0.484, 0.852, 0.409], [-0.057, 0.068, 0.065], [-0.131, 0.101, 0.001], [0.116, -0.056, 0.020], [0.204, 0.632, -0.117], [0.545, 0.193, -0.775], [-0.025, -0.220, 0.061], [-0.062, 0.007, -0.109], [0.055, -0.035, 0.007], [0.014, 0.099, -0.122], [0.085, -0.024, 0.048], [-0.133, -0.012, 0.037], [0.025, 0.162, -0.072], [0.013, -0.123, -0.084], [-0.032, -0.048, -0.102], [-0.080, 0.057, 0.098], [-0.049, -0.033, 0.095], [0.056, -0.104, -0.055], [0.054, 0.072, 0.034], [-0.110, -0.059, 0.062], [-0.007, 0.114, 0.129], [0.028, -0.080, -0.025], [0.028, 0.040, -0.039], [-0.057, 0.083, 0.078], [0.028, 0.041, 0.086], [0.097, -0.052, -0.086], [0.080, -0.071, -0.100], [-0.131, 0.058, 0.039], [0.073, -0.062, -0.031], [-0.024, 0.099, 0.022], [0.053, 0.053, -0.077], [0.022, 0.005, -0.017], [-0.022, 0.042, 0.099], [0.144, 0.032, -0.024]]
}